[1]
ORCA calculation (the ωB97M-V functional and the def2-TZVPD basis) on a 12-piece molecular cluster, C72H60N12O24 overall in a non-equilibrium geometry.

Structure (ORCA input):
```
! wB97M-V def2-TZVPD RIJCOSX def2/J DEFGRID3
* xyz 1 2
C -5.328 5.903 4.475
C -4.069 6.497 4.470
C -2.956 5.669 4.172
C -3.100 4.399 3.712
C -4.418 3.811 3.621
C -5.524 4.585 4.032
N -2.040 3.617 3.100
O -1.414 4.108 2.238
O -1.817 2.547 3.621
H -6.158 6.419 4.935
H -3.940 7.483 4.891
H -2.029 6.205 4.034
H -4.458 2.839 3.153
H -6.488 4.115 3.909
C -1.733 -1.027 4.804
C -2.446 -0.234 5.658
C -3.550 -0.738 6.290
C -4.026 -2.045 6.091
C -3.306 -2.800 5.176
C -2.127 -2.312 4.556
N -5.148 -2.590 6.848
O -5.622 -1.827 7.709
O -5.555 -3.728 6.723
H -0.931 -0.483 4.328
H -2.237 0.817 5.789
H -4.105 -0.134 6.992
H -3.595 -3.805 4.907
H -1.604 -2.935 3.845
C 2.195 3.660 2.968
C 1.431 3.190 4.027
C 1.427 1.845 4.392
C 2.119 0.940 3.597
C 2.881 1.368 2.482
C 2.890 2.773 2.182
N 1.972 -0.534 3.709
O 2.270 -1.270 2.772
O 1.471 -0.971 4.768
H 2.247 4.719 2.760
H 0.860 3.974 4.501
H 0.885 1.484 5.253
H 3.395 0.662 1.847
H 3.526 3.152 1.396
C 7.823 -3.700 -3.903
C 7.120 -3.750 -2.630
C 5.754 -3.757 -2.663
C 5.034 -3.641 -3.878
C 5.695 -3.664 -5.111
C 7.064 -3.792 -5.089
N 3.565 -3.661 -3.849
O 2.917 -3.761 -2.821
O 2.959 -3.376 -4.895
H 8.892 -3.850 -3.931
H 7.601 -3.965 -1.686
H 5.273 -3.834 -1.700
H 5.144 -3.635 -6.039
H 7.584 -3.960 -6.021
C -1.171 -1.513 0.924
C -0.376 -2.076 -0.082
C 0.594 -1.334 -0.718
C 0.886 -0.067 -0.284
C 0.121 0.569 0.730
C -0.956 -0.166 1.320
N 2.050 0.608 -0.871
O 2.901 -0.081 -1.411
O 2.224 1.807 -0.753
H -1.936 -2.067 1.449
H -0.508 -3.093 -0.420
H 1.206 -1.922 -1.385
H 0.381 1.593 0.952
H -1.508 0.309 2.117
C 5.685 0.082 -3.740
C 7.011 0.115 -4.338
C 7.164 -0.056 -5.703
C 6.043 -0.174 -6.532
C 4.760 -0.135 -5.982
C 4.579 -0.035 -4.576
N 6.340 -0.471 -7.985
O 5.622 -1.303 -8.536
O 7.349 0.012 -8.430
H 5.607 0.208 -2.670
H 7.788 0.123 -3.588
H 8.139 -0.196 -6.145
H 3.938 -0.225 -6.677
H 3.578 -0.017 -4.170
C -1.377 -5.860 -2.061
C -2.533 -6.265 -2.797
C -2.372 -6.093 -4.155
C -1.185 -5.760 -4.818
C -0.127 -5.331 -4.049
C -0.256 -5.420 -2.667
N -1.055 -5.799 -6.244
O -1.994 -6.032 -7.002
O -0.011 -5.388 -6.703
H -1.414 -6.047 -0.998
H -3.472 -6.580 -2.367
H -3.264 -6.293 -4.730
H 0.801 -5.073 -4.538
H 0.585 -5.149 -2.046
C -1.004 6.146 -0.477
C -0.028 5.176 -0.457
C 0.254 4.369 -1.546
C -0.530 4.566 -2.721
C -1.474 5.616 -2.829
C -1.726 6.348 -1.668
N -0.297 3.596 -3.757
O 0.747 2.996 -3.894
O -1.104 3.602 -4.708
H -1.300 6.766 0.357
H 0.397 4.923 0.503
H 0.949 3.547 -1.471
H -2.001 5.863 -3.738
H -2.477 7.124 -1.686
C -9.065 -0.387 4.186
C -7.993 0.114 4.841
C -6.734 0.124 4.264
C -6.593 -0.390 3.021
C -7.719 -0.945 2.317
C -8.905 -1.025 2.996
N -5.249 -0.469 2.418
O -4.961 -1.559 1.919
O -4.452 0.383 2.671
H -10.038 -0.304 4.648
H -8.322 0.491 5.798
H -5.861 0.428 4.823
H -7.590 -1.233 1.284
H -9.761 -1.428 2.476
C 3.754 5.263 -1.549
C 4.459 5.565 -0.350
C 5.345 4.717 0.211
C 5.528 3.435 -0.388
C 4.848 3.092 -1.619
C 4.000 4.019 -2.158
N 6.384 2.404 0.202
O 6.106 1.259 0.158
O 7.204 2.793 0.991
H 3.140 5.994 -2.055
H 4.318 6.480 0.207
H 5.837 4.926 1.149
H 4.849 2.085 -2.007
H 3.570 3.834 -3.131
C -2.995 2.223 -0.213
C -3.625 3.465 -0.549
C -4.233 3.656 -1.769
C -4.295 2.635 -2.710
C -3.597 1.434 -2.435
C -3.008 1.209 -1.195
N -5.023 2.825 -3.961
O -5.158 1.924 -4.791
O -5.436 3.960 -4.165
H -2.604 2.082 0.784
H -3.726 4.293 0.138
H -4.693 4.609 -1.985
H -3.514 0.622 -3.142
H -2.642 0.240 -0.891
C 2.414 -5.647 0.305
C 2.086 -6.877 0.714
C 1.076 -7.051 1.676
C 0.514 -5.943 2.321
C 0.940 -4.617 1.940
C 1.805 -4.528 0.873
N -0.453 -6.180 3.427
O -1.010 -5.197 3.885
O -0.578 -7.346 3.874
H 3.159 -5.476 -0.459
H 2.462 -7.726 0.163
H 0.710 -8.010 2.010
H 0.673 -3.741 2.514
H 2.140 -3.548 0.567
*
```

Results
HOMO level (alpha / beta) (eV): -11.27 / -11.27
E_LUMO (alpha / beta) (eV): -5.426 / -8.974
Orbital gap (alpha / beta) (eV): 5.844 / 2.296

These are the Löwdin partial charges, in e, on atoms 1 to 8: atom 1 (C): -0.070, atom 2 (C): -0.047, atom 3 (C): -0.023, atom 4 (C): -0.154, atom 5 (C): 0.030, atom 6 (C): -0.045, atom 7 (N): -0.380, atom 8 (O): 0.102


[2]
ORCA calculation (the ωB97M-V functional and the def2-TZVPD basis) on a 12-piece molecular cluster, C72H72O24 overall in a non-equilibrium geometry.

Structure (ORCA input):
```
! wB97M-V def2-TZVPD RIJCOSX def2/J DEFGRID3
* xyz 0 1
C 8.841 -17.507 4.905
C 8.742 -18.827 5.374
C 7.538 -19.286 5.967
C 6.393 -18.485 5.969
C 6.391 -17.257 5.277
C 7.645 -16.748 4.853
O 7.566 -15.459 4.251
O 7.495 -20.571 6.476
H 9.730 -17.014 4.574
H 9.546 -19.506 5.310
H 5.428 -18.781 6.395
H 5.505 -16.611 5.206
H 8.041 -15.548 3.397
H 8.369 -20.898 6.716
C 16.804 -23.243 8.703
C 16.660 -22.769 10.033
C 15.410 -22.467 10.473
C 14.316 -22.595 9.555
C 14.443 -23.050 8.296
C 15.746 -23.491 7.888
O 15.937 -24.152 6.668
O 15.166 -22.174 11.815
H 17.716 -23.572 8.336
H 17.505 -22.667 10.703
H 13.337 -22.211 9.947
H 13.567 -23.234 7.673
H 16.635 -23.635 6.228
H 15.995 -22.302 12.297
C 11.862 -24.138 5.668
C 11.553 -22.828 5.830
C 10.817 -22.489 7.028
C 10.492 -23.414 7.975
C 10.873 -24.788 7.803
C 11.516 -25.168 6.672
O 11.754 -26.488 6.492
O 10.400 -21.104 7.142
H 12.268 -24.509 4.711
H 11.916 -22.109 5.120
H 9.998 -23.121 8.891
H 10.537 -25.465 8.556
H 11.946 -26.568 5.560
H 11.141 -20.558 6.767
C 14.868 -25.753 4.121
C 15.006 -24.393 3.787
C 15.360 -23.982 2.537
C 15.684 -24.931 1.559
C 15.583 -26.249 1.856
C 15.124 -26.689 3.094
O 15.079 -28.020 3.417
O 15.401 -22.574 2.379
H 14.622 -26.098 5.124
H 14.817 -23.620 4.499
H 16.017 -24.697 0.555
H 15.943 -26.911 1.057
H 15.374 -28.636 2.718
H 15.634 -22.284 1.508
C 14.400 -21.218 15.130
C 14.463 -21.806 16.405
C 15.423 -21.549 17.316
C 16.515 -20.761 16.932
C 16.493 -20.238 15.625
C 15.383 -20.318 14.765
O 15.343 -19.698 13.546
O 15.349 -22.170 18.546
H 13.549 -21.495 14.487
H 13.627 -22.415 16.779
H 17.362 -20.552 17.582
H 17.333 -19.749 15.158
H 16.190 -19.339 13.257
H 16.041 -21.722 19.039
C 15.661 -25.784 10.477
C 16.642 -26.610 9.906
C 16.323 -27.614 9.027
C 15.014 -27.700 8.574
C 14.021 -26.854 9.050
C 14.359 -25.967 10.052
O 13.329 -25.334 10.758
O 17.292 -28.504 8.582
H 15.784 -25.003 11.214
H 17.678 -26.445 10.220
H 14.910 -28.492 7.839
H 12.969 -26.915 8.699
H 13.592 -24.390 10.742
H 18.043 -28.306 9.180
C 12.179 -19.919 11.780
C 11.237 -20.169 10.771
C 10.115 -19.319 10.551
C 9.936 -18.253 11.419
C 10.825 -18.026 12.430
C 11.877 -18.918 12.693
O 12.753 -18.634 13.710
O 9.211 -19.553 9.561
H 13.043 -20.576 11.987
H 11.336 -20.956 10.038
H 9.050 -17.625 11.298
H 10.740 -17.191 13.134
H 13.631 -18.872 13.356
H 9.669 -20.210 9.027
C 18.854 -18.414 12.414
C 19.299 -19.231 11.389
C 20.384 -20.053 11.559
C 20.957 -20.143 12.848
C 20.484 -19.380 13.919
C 19.449 -18.465 13.722
O 19.040 -17.776 14.776
O 21.009 -20.822 10.614
H 18.017 -17.746 12.165
H 18.851 -19.048 10.436
H 21.827 -20.753 12.998
H 21.005 -19.540 14.846
H 18.496 -17.021 14.574
H 20.543 -20.764 9.758
C 18.352 -20.537 7.040
C 17.172 -20.319 6.302
C 16.801 -21.153 5.243
C 17.714 -22.229 4.913
C 18.759 -22.531 5.707
C 19.100 -21.662 6.799
O 20.159 -21.891 7.642
O 15.571 -20.928 4.663
H 18.505 -19.910 7.898
H 16.565 -19.468 6.663
H 17.335 -22.991 4.193
H 19.332 -23.382 5.407
H 20.622 -22.670 7.331
H 15.414 -21.564 3.941
C 21.326 -26.535 7.053
C 21.070 -27.614 7.834
C 20.370 -27.484 9.034
C 20.086 -26.202 9.540
C 20.394 -25.100 8.747
C 21.120 -25.258 7.550
O 21.482 -24.119 6.812
O 20.083 -28.579 9.826
H 21.882 -26.641 6.136
H 21.375 -28.643 7.695
H 19.574 -26.115 10.495
H 20.351 -24.009 9.083
H 22.373 -24.115 6.410
H 20.457 -28.307 10.673
C 17.796 -26.191 13.607
C 17.281 -24.930 13.788
C 18.051 -23.793 13.493
C 19.320 -23.902 13.007
C 19.791 -25.207 12.767
C 19.070 -26.358 13.075
O 19.664 -27.570 12.760
O 17.432 -22.498 13.628
H 17.284 -27.058 13.986
H 16.242 -24.815 14.153
H 19.842 -22.969 12.827
H 20.776 -25.415 12.351
H 19.026 -28.261 12.761
H 16.972 -22.438 14.483
C 14.009 -19.093 8.065
C 14.132 -18.139 9.083
C 13.271 -17.034 9.120
C 12.335 -16.826 8.156
C 12.228 -17.778 7.105
C 13.046 -18.875 7.056
O 12.839 -19.695 5.950
O 13.430 -16.078 10.090
H 14.611 -20.026 8.138
H 14.844 -18.360 9.853
H 11.630 -16.006 8.278
H 11.535 -17.571 6.333
H 13.686 -19.932 5.499
H 12.654 -15.892 10.609
*
```

Results
Relative energy (zero: lowest compared OMol25 entry of this formula, charge and spin) (kJ/mol): 118.80
HOMO level (eV): -7.52
Structure (SMILES): Oc1ccc(O)cc1.Oc1ccc(O)cc1.Oc1ccc(O)cc1.Oc1ccc(O)cc1.Oc1ccc(O)cc1.Oc1ccc(O)cc1.Oc1ccc(O)cc1.Oc1ccc(O)cc1.Oc1ccc(O)cc1.Oc1ccc(O)cc1.Oc1ccc(O)cc1.Oc1ccc(O)cc1
E_LUMO (eV): 0.127
Orbital gap (eV): 7.652

These are the Löwdin partial charges, in e, on atoms 1 to 8: atom 1 (C): -0.018, atom 2 (C): -0.010, atom 3 (C): -0.290, atom 4 (C): -0.011, atom 5 (C): -0.013, atom 6 (C): -0.293, atom 7 (O): -0.023, atom 8 (O): 0.030


Calculated total energy for the records above, in order: -142612.703; -124968.862 eV
Molar mass for the records above, in order: 1477.332; 1321.344 g/mol